# 1
Density functional theory data (ωB97M-V/def2-TZVPD) for a structure of composition HI2OP at a distorted geometry.

Each line ends with the Löwdin charge.
CARTESIAN COORDINATES (ANGSTROEM)
O 0.863 1.091 -0.439  -0.57
P 0.018 -0.467 0.682  -0.08
I -0.776 -2.313 -0.637  0.27
I -2.003 0.744 0.888  0.34
H 1.898 0.945 -0.494  0.04

Values from the calculation:
Orbital gap ... 0.3177 hartree
LUMO ... -0.87 eV
ΔE to the lowest compared entry with this formula, charge and spin ... 1.467 eV
Highest occupied orbital energy ... -9.5 eV
Electronic energy ... -1012.57167 hartree



# 2
Density functional theory data (ωB97M-V/def2-TZVPD) for a cluster of 2 separate species, C4H12 in total at a distorted geometry.

Each line ends with the Löwdin charge.
CARTESIAN COORDINATES (ANGSTROEM)
C 2.647 0.641 -1.174  -0.36
C 1.621 0.639 -0.040  -0.38
H 3.586 0.084 -1.140  0.03
H 2.116 0.426 -2.106  0.03
H 3.046 1.646 -1.369  0.03
H 0.653 0.182 -0.239  0.02
H 1.508 1.718 0.137  0.03
H 1.799 0.251 0.964  0.02
C -2.170 -1.038 -0.058  -0.33
C -2.100 -0.272 1.275  -0.28
H -1.829 -2.060 0.088  0.03
H -3.203 -1.092 -0.410  0.03
H -1.600 -0.528 -0.831  0.02
H -2.872 0.466 1.460  0.04
H -2.219 -0.991 2.094  0.04
H -1.102 0.132 1.397  0.03

Values from the calculation:
Orbital gap (spin up / spin down) ... 0.1006 / 0.4448 hartree
2S+1 ... 2
LUMO (spin up / spin down) ... 4.28 / 4.52 eV
Charge ... -1
ΔE to the lowest compared entry with this formula, charge and spin ... 0.594 eV
Highest occupied orbital energy (spin up / spin down) ... 1.5 / -7.6 eV
Electronic energy ... -159.50832 hartree



> Number 2 is which compound?

C4H12